Below is the molecule C3H4N2O3 in a non-equilibrium geometry, with properties calculated with wB97M-V/def2-TZVPD.

Element x y z (Å)
C 1.454 0.042 -0.007
C 0.690 -1.247 -0.118
C -1.541 0.543 0.345
H 0.706 -1.617 0.886
H 1.173 -1.860 -0.844
H -2.124 1.108 1.149
H -0.960 2.147 -0.581
N -1.563 -0.719 0.303
N -0.655 1.218 -0.512
O 2.641 0.126 0.213
O -0.579 -1.069 -0.636
O 0.757 1.328 -0.198

Summary:
Electronic energy: -12293.7256 eV
Structure (SMILES): O=C1CON=CNO1
Relative energy (zero: lowest compared OMol25 entry of this formula, charge and spin): 121.52 kcal/mol
E_LUMO: 0.46 eV
Gap between HOMO and LUMO: 10.15 eV